# 1
{
  "formula": "C24H27FN6O3S",
  "method": "ωB97M-V/def2-TZVPD",
  "total_charge": 0,
  "orbital_gap_ev": 8.1,
  "smiles": "CC(=O)Nc1ccc(NC(=O)CSc2nnc(CNc3ccc(F)cc3)n2C[C@H]2CCCO2)cc1",
  "homo_ha": -0.2814,
  "symbols": ["H", "H", "H", "N", "H", "H", "H", "C", "O", "C", "H", "N", "H", "C", "O", "C", "C", "N", "H", "C", "H", "H", "C", "H", "C", "H", "C", "F", "S", "C", "C", "C", "N", "C", "N", "H", "C", "N", "C", "H", "H", "H", "H", "H", "O", "C", "C", "H", "C", "H", "H", "H", "C", "H", "C", "C", "H", "H", "C", "C", "H", "C"],
  "xyz": [[-1.55826, -0.53034, 1.43250], [-4.27681, -3.93273, -0.86684], [-7.00784, 0.68365, -2.84361], [2.36734, -0.21474, 0.13709], [6.08052, 2.95932, -0.70103], [7.35808, 0.92929, -1.11357], [3.16793, -1.24424, -1.45277], [-6.83409, -0.29994, -2.41753], [4.79769, 1.44571, -0.26329], [-1.11334, 3.48652, 2.22989], [2.71614, 2.59930, 0.14586], [1.06646, 0.44103, 1.77103], [1.29406, 2.24093, -0.84837], [-4.06814, -1.84950, -0.40060], [-0.03880, -5.00442, 0.76694], [1.67473, -3.78704, 1.91614], [-2.48837, 3.50305, 2.33503], [-5.23038, -1.49891, -1.10333], [-3.26903, 2.23918, -0.70635], [-2.15114, -1.27676, 0.92302], [2.84309, 0.49188, -1.74164], [-0.82734, 2.19874, -0.88881], [6.52723, 1.09745, -1.79854], [-0.51088, 3.83514, 3.05605], [0.27170, -3.98440, 1.34204], [-2.97553, 3.85603, 3.23038], [4.67375, 0.08664, -0.65754], [-4.59636, 3.06162, 1.37269], [2.70560, -2.86481, 0.72136], [-3.67584, -3.18469, -0.36875], [-2.65466, 2.58709, 0.10963], [3.21450, -0.24043, -1.02022], [1.31689, -0.86816, 1.95063], [-3.24478, 3.05107, 1.26921], [0.90345, 3.12707, 0.99241], [1.32029, 3.26311, 1.90419], [5.62016, -0.13117, -1.85035], [-0.51663, -2.90298, 1.53714], [5.57786, 2.14184, -1.21862], [-5.86127, -2.26369, -1.29795], [-7.63178, -0.53300, -1.71561], [4.93143, 2.55840, -2.00523], [6.91679, 1.38124, -2.77254], [-3.61598, 0.13048, 0.28067], [-4.74999, 0.64769, -1.68910], [-5.49611, -0.30380, -1.70646], [-1.27449, 2.56983, 0.01963], [-0.08269, -2.10123, 2.00188], [1.68350, 2.23412, 0.17495], [-2.21004, -4.59804, 0.28551], [6.16574, -1.06712, -1.76651], [1.68039, -3.23076, 2.85129], [-2.51919, -3.56638, 0.28223], [4.96117, -0.53045, 0.20411], [-3.30758, -0.89974, 0.27429], [-0.48063, 3.02314, 1.07334], [5.04916, -0.14044, -2.77990], [2.16701, -4.75217, 2.02509], [2.09768, -1.25791, 0.97604], [-1.73512, -2.60733, 0.91555], [-6.83907, -1.04020, -3.21539], [1.69178, 0.83701, 0.70264]],
  "mulliken_charge": [0.479, 0.292, 0.350, 0.399, 0.348, 0.279, 0.410, -1.361, -0.393, -0.498, 0.237, -0.520, 0.319, 0.440, -0.645, -0.852, -0.808, -0.178, 0.431, -0.490, 0.276, 0.320, -0.585, 0.314, 0.655, 0.441, 0.643, -0.366, -0.141, -0.712, -0.779, -1.619, -0.790, 0.721, -0.268, 0.277, -0.826, -0.176, -0.478, 0.239, 0.344, 0.266, 0.352, 0.248, -0.569, 0.705, -0.110, 0.334, -1.047, 0.494, 0.367, 0.369, -0.646, 0.308, -0.306, 0.486, 0.381, 0.442, 0.570, 0.191, 0.360, 1.075]
}

***

# 2
{
  "formula": "C6H7NO3",
  "method": "ωB97M-V/def2-TZVPD",
  "total_charge": 0,
  "orbital_gap_ev": 10.5,
  "smiles": "[H]/N=C(\\O)CC#C[C@@H](O)C=O",
  "homo_ha": -0.3670,
  "symbols": ["H", "H", "O", "H", "H", "O", "C", "C", "N", "C", "C", "H", "H", "O", "C", "H", "C"],
  "xyz": [[-3.94834, -0.15915, 0.25076], [-2.39437, 0.52851, -2.15677], [3.40751, -0.20144, -1.54458], [-1.81731, 1.52178, 1.60565], [-2.14994, -0.19836, 1.58439], [-3.56197, 0.11499, -0.58865], [0.89727, -0.13073, 0.74845], [2.95403, 0.18290, -0.49701], [-1.68247, 1.01411, -1.42507], [-1.63791, 0.60115, 1.02575], [-2.26398, 0.79145, -0.33165], [2.31822, -1.95869, -1.09611], [2.77815, -0.84898, 1.34586], [2.04157, -2.02734, -0.17053], [2.18376, -0.76617, 0.41595], [3.08290, 1.22282, -0.13528], [-0.20712, 0.31315, 0.96885]],
  "mulliken_charge": [0.298, 0.309, -0.489, 0.328, 0.368, -0.541, -0.157, 0.069, -0.590, -0.653, 0.468, 0.361, 0.281, -0.545, 0.039, 0.352, 0.104]
}

***

# 3
{
  "formula": "C7H19N3O3OsS",
  "method": "ωB97M-V/def2-TZVPD",
  "total_charge": 4,
  "orbital_gap_ev": 8.2,
  "homo_ha": -0.9278,
  "symbols": ["C", "H", "H", "H", "O", "H", "H", "H", "H", "C", "N", "N", "H", "C", "O", "O", "S", "Os", "H", "H", "H", "H", "H", "H", "H", "H", "H", "H", "C", "N", "C", "H", "C", "C"],
  "xyz": [[1.48012, -0.08942, 2.32508], [0.82676, -0.11113, -2.90530], [-0.46090, -1.77053, 3.27616], [-2.19335, 3.69642, -1.61748], [0.21960, -0.53952, 1.70971], [-2.37217, -3.40180, -0.60627], [2.85182, -1.43844, 1.26260], [2.67037, 0.58679, -1.95033], [1.66086, -0.63953, 3.25009], [2.55461, -0.39087, 1.30760], [-0.75819, 1.08122, -2.89329], [-0.09396, -0.10360, -2.45486], [-0.59772, -0.89402, -2.87035], [-0.83053, -1.34239, 2.34319], [-1.08647, -1.83633, -0.06482], [1.97935, -0.08786, -0.08652], [-0.98928, 1.58196, -0.26036], [0.05690, -0.28629, -0.28963], [-1.66692, -0.67672, 2.55385], [3.26746, -1.06184, -1.45912], [-2.20702, -2.76748, 1.46591], [1.37649, 0.97227, 2.54504], [-0.81772, -3.36789, -1.50393], [-0.84884, 1.21118, -3.90163], [-2.14260, -2.16101, -1.85263], [3.91624, 0.43179, -0.69704], [-0.49211, -3.27391, 1.33654], [3.42737, 0.25061, 1.42417], [-1.64051, -2.77526, -1.11066], [-1.83461, 3.05518, -2.32544], [-1.22637, 1.95624, -2.01594], [-2.00103, 3.35226, -3.28980], [3.04828, -0.04180, -1.15047], [-1.17832, -2.42736, 1.35071]],
  "mulliken_charge": [-0.361, 0.395, 0.444, 0.267, -0.303, 0.366, 0.348, 0.328, 0.447, -0.506, -0.291, -0.478, 0.400, -0.426, -0.401, -0.423, -0.127, 1.475, 0.305, 0.353, 0.557, 0.304, 0.339, 0.278, 0.346, 0.354, 0.388, 0.555, -0.677, -0.298, 0.905, 0.282, -0.654, -0.488]
}

***

# 4
{
  "formula": "C5H13O6PS",
  "method": "ωB97M-V/def2-TZVPD",
  "total_charge": 0,
  "orbital_gap_ev": 9.1,
  "smiles": "CC=[S@](=O)(OC)OP(=O)(OC)OC",
  "homo_ha": -0.3139,
  "symbols": ["H", "C", "H", "C", "H", "C", "H", "C", "O", "H", "H", "C", "H", "H", "H", "S", "P", "H", "H", "H", "O", "O", "H", "O", "O", "O"],
  "xyz": [[-1.31724, -0.03456, -1.68297], [-2.03531, -2.17260, -1.50674], [0.08383, 1.61329, -1.39215], [-1.97353, -0.64683, -1.11821], [-2.76443, 1.87644, 2.19576], [-1.95113, 1.99127, 1.50328], [1.84247, 1.50878, -1.47713], [0.91565, 1.19681, -1.77439], [0.12068, -0.18836, 1.02137], [-1.05562, -2.47917, -1.78059], [4.17536, 0.47937, 1.66456], [3.41099, -0.21101, 1.68233], [3.67646, -1.32713, 1.45653], [0.98732, 1.09822, -2.83534], [-2.46646, -2.15940, -2.46562], [-1.49620, -0.27809, 0.40315], [1.31302, -0.73075, 0.05268], [-2.40124, -2.62056, -0.61273], [-0.95102, 1.87093, 2.04742], [2.86515, -0.14147, 2.65805], [1.45526, -2.16587, 0.01974], [-2.19854, -0.82111, 1.49356], [-1.88291, 3.04949, 1.06366], [-1.81263, 1.31413, 0.26016], [0.92661, -0.14548, -1.43441], [2.53343, 0.12368, 0.55804]],
  "mulliken_charge": [0.374, -1.196, 0.393, -0.165, 0.305, -0.730, 0.343, -0.753, -0.369, 0.314, 0.241, -0.620, 0.297, 0.226, 0.393, 0.835, 1.212, 0.383, 0.268, 0.241, -0.715, -0.643, 0.251, -0.220, -0.320, -0.344]
}

***

Results for lowest unoccupied orbital energy: 0.0164; 0.0177; -0.6279; 0.0206 (in hartree, following the order of the records).
Results for largest force on an atom: 0.0227; 0.0874; 0.0062; 0.0981 (in Eh/bohr, following the order of the records).
Results for energy relative to the best compared isomer or geometry (same formula, charge and spin): 21.98; 337.48; 0.00; 39.37 (in kJ/mol, following the order of the records).